# 1
{"formula": "C5H8N2O2S", "method": "ωB97M-V/def2-TZVPD", "elements": ["C", "C", "C", "C", "C", "N", "N", "O", "O", "S", "H", "H", "H", "H", "H", "H", "H", "H"], "positions_angstrom": [[-3.855174, 1.463204, 1.040105], [5.913525, -1.407810, 1.642816], [-2.228777, -0.366483, 1.262875], [-3.603720, -0.445452, -0.125301], [-3.950650, -1.559185, -0.889331], [-4.231706, 0.665998, 0.068874], [5.013000, 1.703307, -1.899903], [6.144386, -0.293504, 1.762556], [5.618393, -2.500933, 1.479109], [-2.425017, 1.163336, 1.934273], [-4.267089, 2.417016, 1.197757], [-1.496749, -1.106476, 1.610538], [-3.854731, -1.135876, -1.938695], [-5.055963, -1.908137, -0.730384], [-3.415210, -2.475270, -0.823228], [5.338629, 1.371138, -1.038747], [4.466091, 2.517860, -2.056333], [5.890768, 1.897264, -2.496981]], "atomic_forces_ev_per_a": [[0.883, 0.795, 0.145], [-0.451, 0.022, -0.306], [-2.620, -0.097, -2.699], [4.444, 2.619, 7.013], [-3.055, -1.465, -3.156], [-0.162, -0.678, -0.156], [2.580, -0.180, -4.072], [0.613, 1.662, 0.338], [-0.170, -1.682, -0.054], [-0.935, -2.287, -1.296], [-0.659, 0.974, -0.071], [-0.260, 0.506, -0.423], [-0.394, -1.089, 0.657], [1.719, 0.978, -0.299], [1.039, -0.256, 0.285], [-0.149, 0.354, 1.676], [-0.586, 0.512, 1.130], [-1.837, -0.688, 1.287]], "spin_multiplicity": 1, "gap_ev": 7.9, "fmax_ha_per_bohr": 0.16930, "lumo_energy_ev": 0.3607, "e_above_lowest_ev": 4.1692}

=====

# 2
{"formula": "C5H8N2O3", "method": "ωB97M-V/def2-TZVPD", "elements": ["C", "C", "C", "C", "N", "O", "C", "N", "O", "O", "H", "H", "H", "H", "H", "H", "H", "H"], "positions_angstrom": [[2.188575, 0.547135, 1.596442], [1.394508, 0.522899, 0.683759], [0.358952, 0.475840, -0.345877], [0.898595, -0.153971, -1.648969], [-0.010325, -0.341090, -2.609906], [2.092795, -0.395251, -1.791229], [-0.951933, -0.240176, 0.137536], [-1.422530, 0.457908, 1.459967], [-1.908498, -0.323920, -0.683663], [-0.705937, -1.645449, 0.815969], [2.951763, 0.603038, 2.352740], [0.056871, 1.505842, -0.597590], [-0.998378, -0.238905, -2.374355], [0.289823, -0.626866, -3.531708], [-1.674950, -0.531279, 2.000297], [-2.040554, 1.242762, 1.259429], [-0.712747, 0.804584, 2.106452], [0.193974, -1.663109, 1.170698]], "atomic_forces_ev_per_a": [[-0.436, 0.071, -0.564], [0.651, -0.010, 0.892], [-0.136, -0.426, 0.165], [1.309, -0.293, -0.321], [-0.709, 0.282, -0.298], [-0.759, 0.279, 0.306], [-0.608, -1.816, -1.008], [0.051, -2.106, 2.669], [0.766, 0.599, 0.858], [0.372, 1.629, -0.597], [-0.351, -0.072, -0.310], [-0.002, -0.281, 0.044], [0.266, -0.158, -0.006], [0.039, -0.062, 0.365], [-0.452, 2.992, -1.819], [-0.723, -0.712, 0.161], [0.583, 0.157, -0.457], [0.139, -0.071, -0.081]], "spin_multiplicity": 1, "gap_ev": 9.6, "smiles": "C#C[C@@H](C(N)=O)[C@@]([NH3+])([O-])O", "fmax_ha_per_bohr": 0.06866, "lumo_energy_ev": 0.1930, "e_above_lowest_ev": 2.9806}

=====

# 3
{"formula": "C5H8N2O3", "method": "ωB97M-V/def2-TZVPD", "elements": ["O", "C", "N", "C", "C", "C", "N", "C", "O", "H", "H", "H", "H", "H", "H", "H", "O", "H"], "positions_angstrom": [[0.744701, -0.330221, 2.369353], [0.956469, -0.472496, 1.184701], [-0.456178, -1.183525, 0.255452], [-1.268672, -0.343883, -0.560048], [-1.831286, 0.887066, 0.108002], [-0.720339, 1.011829, -0.896049], [0.632881, 1.314295, -0.542914], [1.450793, 0.717414, 0.335825], [2.651188, 0.964656, 0.387959], [-0.975398, -1.817351, 0.854312], [-1.872354, -0.847730, -1.318070], [-2.817826, 1.228435, -0.205008], [-1.565652, 1.021153, 1.156090], [-0.978030, 1.430229, -1.868849], [1.110618, 1.946489, -1.176390], [0.609701, -2.100510, -0.204696], [1.900373, -1.908723, 0.414416], [2.429014, -1.517123, -0.294087]], "atomic_forces_ev_per_a": [[1.025, -1.380, -1.963], [-2.593, 1.058, 0.479], [3.151, -2.038, -0.556], [-0.441, 0.085, -0.083], [-0.215, 0.263, -0.040], [-0.189, -0.423, -0.099], [-0.343, 0.575, -0.410], [2.180, -1.436, -0.384], [-0.966, 0.235, 0.131], [-0.178, 0.437, 0.327], [0.155, 0.109, 0.215], [0.268, -0.011, 0.219], [-0.120, -0.022, -0.228], [0.105, -0.160, 0.293], [0.011, -0.037, 0.397], [0.089, 2.391, 1.691], [-2.162, 0.231, -0.183], [0.224, 0.124, 0.194]], "spin_multiplicity": 1, "gap_ev": 9.9, "fmax_ha_per_bohr": 0.07377, "lumo_energy_ev": 0.4580, "e_above_lowest_ev": 4.1303}

=====

# 4
{"formula": "C5H8N2O3S", "method": "ωB97M-V/def2-TZVPD", "elements": ["C", "C", "C", "C", "C", "N", "N", "O", "O", "O", "S", "H", "H", "H", "H", "H", "H", "H", "H"], "positions_angstrom": [[1.403565, -0.424723, -0.414552], [1.545274, 1.580017, 0.403362], [-0.764319, -0.041845, 1.461326], [-0.674407, 1.956142, -0.711098], [0.810852, 1.576147, -0.911556], [0.809958, 0.223308, -1.366608], [1.511375, -1.755388, -0.462497], [1.995258, 0.297028, 0.666042], [1.478876, 2.467755, 1.214102], [-2.862002, 0.767905, 0.203671], [-1.560585, 0.316877, -0.251277], [0.241423, 0.456535, 1.880806], [-0.788009, -1.171052, 1.404962], [-0.817800, 2.826767, 0.005115], [-1.146658, 2.065521, -1.682735], [1.223507, 2.109488, -1.665924], [-1.384268, 0.036264, 2.276137], [1.003376, -2.281885, -1.248917], [2.358857, -2.335999, -0.154906]], "atomic_forces_ev_per_a": [[0.549, 0.516, -1.823], [-1.142, 1.578, 1.029], [3.224, -1.359, -1.223], [0.322, -0.573, 0.849], [-2.269, -1.098, 1.360], [1.456, -1.358, 1.755], [1.074, -4.131, -0.248], [-0.468, -0.563, -1.788], [1.080, -1.109, -0.544], [-2.330, 0.263, -0.286], [1.553, 1.787, 2.547], [-2.314, -1.543, -1.429], [1.194, 0.912, 0.037], [-0.200, -1.334, -0.874], [0.027, 0.648, -0.092], [1.567, 2.381, -1.943], [-2.524, 1.280, 1.256], [1.000, 1.816, 1.644], [-1.799, 1.888, -0.225]], "spin_multiplicity": 1, "gap_ev": 9.3, "fmax_ha_per_bohr": 0.08316, "lumo_energy_ev": 0.4098, "e_above_lowest_ev": 2.7390}

=====

# 5
{"formula": "C5H8N2O3S", "method": "ωB97M-V/def2-TZVPD", "elements": ["C", "C", "C", "N", "S", "C", "O", "O", "H", "H", "H", "H", "H", "H", "H", "N", "C", "O", "H"], "positions_angstrom": [[-0.561414, 1.385648, 1.459670], [-0.280588, 0.046367, 0.785520], [-1.198145, -1.005189, 0.862951], [-2.112569, -1.734011, 0.953150], [1.280962, -0.054116, 0.006179], [1.844002, -1.796949, -0.085056], [2.264916, 0.861510, 0.540442], [1.096379, 0.162548, -1.502801], [-1.427616, 1.429958, 1.985393], [0.216243, 1.716410, 2.190847], [-0.570975, 2.233709, 0.676226], [0.864641, -2.155461, -0.698406], [2.695757, -2.004464, -0.629918], [1.795947, -2.115925, 0.942043], [0.769354, 1.085619, -1.700105], [-2.076165, -0.034651, -1.480985], [-1.389268, 0.900703, -1.590678], [-0.757615, 1.882958, -1.728899], [-2.453843, -0.804664, -0.985574]], "atomic_forces_ev_per_a": [[3.680, 1.772, -2.194], [1.914, 0.024, 0.337], [-0.363, -0.340, 0.247], [1.112, 0.521, -0.296], [-0.496, -0.818, 2.587], [-5.730, 1.059, -0.466], [-0.710, -0.293, -0.248], [0.719, 0.382, -1.750], [-2.839, -0.354, 1.254], [-0.286, -0.549, -0.561], [-0.194, -1.166, 1.192], [2.361, 0.072, 1.558], [1.841, 0.092, -1.002], [0.184, -0.426, 0.168], [0.007, -0.447, 0.126], [-0.622, 0.081, -1.518], [-1.024, -0.059, 0.464], [0.594, 0.949, -0.518], [-0.144, -0.500, 0.621]], "spin_multiplicity": 1, "gap_ev": 8.7, "smiles": "CC(C#N)=[S@](C)(=O)O.N=C=O", "fmax_ha_per_bohr": 0.11369, "lumo_energy_ev": 0.3763, "e_above_lowest_ev": 3.6696}

=====

# 6
{"formula": "C5H8N2O4", "method": "ωB97M-V/def2-TZVPD", "elements": ["O", "C", "O", "C", "C", "C", "N", "O", "O", "C", "N", "H", "H", "H", "H", "H", "H", "H", "H"], "positions_angstrom": [[0.494191, 2.590431, 0.907504], [-0.202467, 1.720293, 1.303931], [-1.433204, 1.988666, 1.912462], [-0.059510, 0.264756, 1.085920], [1.299393, -0.124521, 0.425553], [0.831692, -0.519821, -1.052028], [0.984147, -1.954619, -1.151593], [1.313102, -2.438965, -2.247517], [0.630244, -2.636705, -0.166234], [-0.577113, 0.058028, -1.133670], [-1.205369, -0.081949, 0.153025], [-2.113883, 1.324168, 1.782704], [-0.309503, -0.112632, 2.145111], [2.237853, 0.558299, 0.468686], [1.607047, -1.092531, 0.929999], [1.591257, -0.125651, -1.834780], [-0.481859, 1.046591, -1.354124], [-1.132506, -0.434964, -1.977341], [-1.351762, -1.101908, 0.325904]], "atomic_forces_ev_per_a": [[0.681, 0.616, 0.319], [-2.853, 0.384, -0.155], [1.303, 1.333, 0.038], [-0.139, -0.177, 1.320], [0.653, -1.429, 0.226], [3.661, 2.589, 0.529], [-1.517, -3.161, -0.893], [-0.274, 0.849, 1.947], [0.601, 0.723, -1.652], [-0.633, -3.770, -1.379], [1.028, -1.776, 1.371], [0.341, -0.528, -0.280], [0.788, -0.284, -1.738], [-2.248, -0.634, -0.073], [-0.163, 1.308, -0.656], [-1.654, -0.444, 1.184], [0.356, 2.896, -0.729], [0.169, 0.475, 0.920], [-0.100, 1.030, -0.300]], "spin_multiplicity": 1, "gap_ev": 10.1, "smiles": "O=C(O)[C@@H]1C[C@@H]([N+](=O)[O-])CN1", "fmax_ha_per_bohr": 0.08781, "lumo_energy_ev": -0.4760, "e_above_lowest_ev": 3.7769}

=====

# 7
{"formula": "C5H8N2O4P2", "method": "ωB97M-V/def2-TZVPD", "elements": ["C", "C", "C", "C", "C", "N", "N", "O", "O", "O", "O", "P", "P", "H", "H", "H", "H", "H", "H", "H", "H"], "positions_angstrom": [[-1.916203, 2.324438, 0.431761], [-1.710976, 1.091028, 1.016589], [-2.590238, 0.851873, -0.950806], [3.635838, -0.389484, -0.487754], [1.145334, -1.356709, -0.289831], [-2.507690, 2.178471, -0.832956], [-2.145334, 0.158572, 0.127599], [2.078162, 0.071841, 1.806608], [-2.455987, -1.922035, 1.649747], [1.532513, 1.308036, -0.301232], [-2.679403, -2.295910, -0.921201], [1.976852, 0.046417, 0.337631], [-2.036742, -1.596135, 0.258555], [-1.727370, 3.256343, 1.006476], [-1.400867, 0.755446, 1.944568], [-2.906312, 0.451107, -1.911144], [3.527901, 0.081991, -1.421088], [4.114754, 0.291487, 0.261270], [3.872945, -1.462460, -0.486151], [1.341047, -2.400924, 0.151679], [0.851768, -1.443398, -1.390315]], "atomic_forces_ev_per_a": [[-0.294, -0.270, 1.003], [-0.815, 1.132, -1.481], [-0.082, 1.321, -1.153], [-0.767, 0.675, 2.608], [-1.844, -3.205, -1.145], [0.770, -0.819, 1.488], [-0.727, -0.023, -1.417], [0.590, -0.763, 1.626], [0.024, 0.127, 0.383], [-0.156, 0.705, -0.989], [0.357, 1.072, 0.433], [0.121, 0.332, -1.003], [0.580, -1.185, -0.501], [-0.186, -0.519, -1.102], [0.852, -0.208, 1.585], [0.017, -0.546, 0.618], [0.270, 0.319, -1.343], [0.864, -0.871, -0.847], [0.263, 0.604, 0.152], [-0.276, 1.736, -0.501], [0.437, 0.387, 1.584]], "spin_multiplicity": 1, "gap_ev": [6.7, 7.5], "fmax_ha_per_bohr": 0.07528, "lumo_energy_ev": [6.2568, 6.2104], "e_above_lowest_ev": 2.7966, "total_charge": -2}

=====

# 8
{"formula": "C5H8N2S", "method": "ωB97M-V/def2-TZVPD", "elements": ["S", "C", "C", "C", "N", "C", "N", "C", "H", "H", "H", "H", "H", "H", "H", "H"], "positions_angstrom": [[3.141258, 0.032742, -0.540576], [1.677791, -0.792559, 0.324187], [0.251319, -0.407189, -0.064320], [-0.510127, -1.347978, -0.269079], [-1.879922, -1.283246, -0.346460], [-2.224914, -0.057141, -0.420391], [-1.516123, 1.055948, -0.403081], [-0.220480, 1.071852, 0.239919], [2.625718, 1.376507, -0.134565], [1.953588, -1.830232, 0.106820], [1.741015, -0.890899, 1.420160], [-0.192281, -2.363154, -0.208083], [-3.190465, 0.308438, -0.604346], [-1.996471, 1.885800, -0.394117], [-0.215836, 1.182048, 1.376286], [0.555937, 2.059058, -0.082357]], "atomic_forces_ev_per_a": [[-2.468, 2.553, 1.841], [0.926, -0.536, -0.229], [7.427, 7.037, 2.100], [-4.670, -6.081, -0.558], [-1.215, 0.903, -0.319], [-1.770, -0.409, -0.557], [3.808, 0.304, 0.951], [2.670, 0.052, -0.018], [1.356, -2.300, -0.927], [-0.762, -0.065, -0.593], [0.401, 1.141, -0.101], [0.676, -0.609, -0.390], [-2.133, -0.851, -0.246], [-1.435, 2.038, -0.073], [-0.477, -0.030, -1.137], [-2.335, -3.147, 0.256]], "spin_multiplicity": 1, "gap_ev": 9.0, "smiles": "SCC1=CN=CNC1", "fmax_ha_per_bohr": 0.20311, "lumo_energy_ev": 0.5457, "e_above_lowest_ev": 3.3272}

=====

# 9
{"formula": "C5H8N2S", "method": "ωB97M-V/def2-TZVPD", "elements": ["C", "C", "C", "C", "N", "C", "N", "S", "H", "H", "H", "H", "H", "H", "H", "H"], "positions_angstrom": [[-3.203578, -0.452788, -0.109404], [-2.127029, -0.021622, -0.612492], [-0.805653, 0.450848, -0.839931], [-0.038759, 0.805240, 0.500649], [1.267793, 0.188407, 0.517907], [1.234531, -1.255141, 0.688709], [-0.428352, 0.712390, -2.016292], [1.093842, 1.525225, -2.405611], [-4.086719, -1.020570, 0.420660], [0.074205, 1.920300, 0.635196], [-0.714340, 0.612078, 1.319483], [1.863528, 0.511911, 1.362392], [0.451894, -1.682864, -0.107465], [1.251872, -1.822263, 1.816937], [2.340096, -1.566749, 0.194765], [1.826670, 1.095600, -1.365503]], "atomic_forces_ev_per_a": [[2.530, 0.136, -0.723], [-5.265, -2.473, 2.572], [1.119, 1.488, 1.429], [-0.449, 1.360, -0.642], [1.075, 0.078, 3.144], [2.425, -3.174, -1.830], [1.103, 0.690, -1.084], [-1.331, -0.917, 0.374], [2.267, 1.732, -1.641], [0.088, -0.849, -0.923], [-0.156, -0.877, 0.478], [-1.416, -0.016, -1.992], [1.540, 0.565, 2.230], [-0.668, 1.925, -3.023], [-2.911, 0.232, 1.446], [0.049, 0.101, 0.185]], "spin_multiplicity": 1, "gap_ev": 9.0, "smiles": "C#C/C(CNC)=N/S", "fmax_ha_per_bohr": 0.12369, "lumo_energy_ev": 0.2777, "e_above_lowest_ev": 5.3072}

=====

# 10
{"formula": "C5H8N2S", "method": "ωB97M-V/def2-TZVPD", "elements": ["C", "C", "C", "C", "C", "H", "H", "H", "H", "H", "H", "H", "H", "N", "N", "S"], "positions_angstrom": [[0.048692, 1.512119, 0.194782], [1.566420, -0.386896, -0.850663], [-0.118885, -1.606899, 0.363965], [-1.351466, -0.851809, 0.309309], [-1.376835, 0.733605, 0.259141], [-0.340847, 2.425478, -0.276142], [0.208327, 1.683134, 1.288645], [2.624870, 1.758811, -0.567317], [2.499969, -0.398835, -1.375601], [0.561531, -1.513394, 1.340075], [-0.484179, -2.578751, 0.192210], [-2.154433, -1.383839, 0.681891], [-1.998156, 1.320401, 0.932577], [1.087133, 0.942931, -0.639193], [1.015276, -1.532198, -0.575711], [-1.787412, -0.123864, -1.277964]], "atomic_forces_ev_per_a": [[-2.427, -0.856, 0.806], [-2.219, -0.661, 1.284], [4.097, -0.444, 1.432], [0.644, 4.528, -1.206], [2.639, -2.145, -0.417], [0.842, 0.130, 0.213], [0.756, -0.026, -0.866], [-4.207, -1.857, 0.041], [0.285, 0.080, -0.378], [-2.334, -0.438, -1.171], [0.053, -1.733, 0.551], [-1.629, -0.575, 1.237], [-0.589, -0.291, -0.545], [4.325, 0.879, -0.157], [0.476, 2.764, -0.777], [-0.712, 0.647, -0.047]], "spin_multiplicity": 1, "gap_ev": 7.8, "fmax_ha_per_bohr": 0.09198, "lumo_energy_ev": -1.0134, "e_above_lowest_ev": 6.2251}